No. 1
The following is a quantum chemistry calculation of a 2-piece molecular cluster, C2H7NS2 overall, from the Open Molecules 2025 dataset.

Output
- Highest occupied orbital energy (spin up / spin down): -6.260 / -8.214 eV
- E_tot: -25343.086 eV
- Strongest force on any atom: 4.00 eV Å⁻¹

Structure (ORCA input):
```
! wB97M-V def2-TZVPD RIJCOSX def2/J DEFGRID3
* xyz 0 1
C -1.726 -0.712 0.128
C 0.833 -0.158 -0.424
N 1.242 0.878 0.286
S 0.822 -0.237 -2.078
S 0.162 1.508 1.542
H -1.584 0.116 -0.606
H -1.798 -0.405 1.194
H -2.282 -1.590 -0.312
H 0.800 -0.988 0.239
H 1.476 1.726 -0.205
H 0.877 -1.633 -2.223
H 1.177 1.495 2.459
*
```

Atomic partial charges in e from the natural (NBO) method, atoms 1 to 4: -0.611 -0.264 -0.710 0.067

---

No. 2
The following is a quantum chemistry calculation of a 2-piece molecular cluster, C2H7NS2 overall, from the Open Molecules 2025 dataset.

Output
- Highest occupied orbital energy: -8.458 eV
- E_tot: -25345.650 eV
- Strongest force on any atom: 2.73 eV Å⁻¹

Structure (ORCA input):
```
! wB97M-V def2-TZVPD RIJCOSX def2/J DEFGRID3
* xyz 0 1
C -0.375 0.728 2.530
S 0.850 1.519 1.952
H -0.801 1.083 3.478
H -0.957 0.005 1.874
C 0.132 -1.177 -1.021
N -0.310 0.166 -0.815
S 0.270 1.078 -2.152
H 1.254 -1.104 -0.895
H -0.236 -1.935 -0.351
H -0.047 -1.662 -1.986
H -1.289 0.214 -0.952
H 1.509 1.084 -1.661
*
```

Atomic partial charges in e from the natural (NBO) method, atoms 1 to 4: -0.515 0.126 0.196 0.196

---

No. 3
The following is a quantum chemistry calculation of a 2-piece molecular cluster, C2H7NS2 overall, from the Open Molecules 2025 dataset.

Output
- Highest occupied orbital energy: -8.159 eV
- E_tot: -25347.038 eV
- Strongest force on any atom: 0.78 eV Å⁻¹

Structure (ORCA input):
```
! wB97M-V def2-TZVPD RIJCOSX def2/J DEFGRID3
* xyz 0 1
C 2.629 0.532 -0.367
C 1.688 1.469 -0.493
N 1.782 2.840 -0.299
H 3.557 0.635 0.180
H 2.344 -0.432 -0.760
H 0.695 1.200 -0.838
H 2.461 3.195 0.358
H 0.952 3.394 -0.387
S -0.758 -1.571 0.957
S -2.158 -0.783 -0.379
H -0.544 -0.388 1.487
H -1.710 -1.511 -1.407
*
```

Atomic partial charges in e from the natural (NBO) method, atoms 1 to 4: -0.544 0.014 -0.823 0.197

---

Computed energy relative to the best compared isomer or geometry (same formula, charge and spin) (kJ/mol) in order:
478.78 231.39 97.39